[1]
Entry from the Open Molecules 2025 dataset: the molecule C3H8N2OS at a distorted geometry (ωB97M-V/def2-TZVPD).

Summary:
**Total energy**: -701.9513 a.u.
**Structure (SMILES)**: CC/C(=N/S)NO
**Relative energy (zero: lowest compared OMol25 entry of this formula, charge and spin)**: 331.37 kJ/mol
**Net charge**: 0
**E_HOMO**: -8.34 eV

Geometry (Å):
C1 -1.2738 2.5338 0.0767
C2 -1.7282 1.1265 -0.1680
C3 -0.5486 0.1640 0.0378
H1 -2.1700 3.2231 0.0071
H2 -0.7722 2.6171 1.0368
H3 -0.5173 2.9041 -0.7218
H4 -2.4874 0.9201 0.5686
H5 -2.0325 1.0370 -1.1936
H6 -0.8464 0.2299 1.9949
H7 1.6238 -0.5366 1.8330
H8 1.6777 -1.5997 -2.3302
N1 -0.0318 0.2094 1.3653
N2 -0.0667 -0.3979 -1.0227
O1 0.7569 -0.9229 1.6231
S1 1.3414 -1.4398 -1.0161



[2]
Entry from the Open Molecules 2025 dataset: the molecule C8H8N2O at a distorted geometry (ωB97M-V/def2-TZVPD).

Summary:
**Total energy**: -494.2546 a.u.
**Structure (SMILES)**: COc1ccc2c[nH]nc2c1
**Relative energy (zero: lowest compared OMol25 entry of this formula, charge and spin)**: 470.46 kJ/mol
**Net charge**: 0
**E_HOMO**: -8.21 eV

Geometry (Å):
C1 1.3772 2.2952 -2.0139
C2 0.4613 0.3270 -0.9861
C3 1.2598 0.3092 0.0964
C4 0.8411 -0.2658 1.2965
C5 -0.3911 -1.0643 1.2223
C6 -1.1606 -1.7271 2.1724
C7 -1.1389 -0.9838 0.1079
C8 -0.6576 -0.3207 -1.0479
H1 1.4130 2.9868 -3.0873
H2 2.3950 2.5166 -1.5030
H3 0.5836 2.9238 -1.4076
H4 2.3177 0.8965 0.0108
H5 1.6497 -0.1944 2.2217
H6 -0.8407 -2.0727 3.2578
H7 -3.1845 -2.6241 2.0921
H8 -1.3431 -0.1803 -1.9409
N1 -2.2325 -2.1263 1.4950
N2 -2.2992 -1.6868 0.2201
O1 0.9499 0.9912 -2.2062



[3]
Entry from the Open Molecules 2025 dataset: the molecule C19H19N7O at a distorted geometry (ωB97M-V/def2-TZVPD).

Summary:
**Total energy**: -1193.8025 a.u.
**Structure (SMILES)**: CN1CCC(C2=C(C#N)[C@H](c3cccc4nonc34)c3c[nH]nc3N2)CC1
**Relative energy (zero: lowest compared OMol25 entry of this formula, charge and spin)**: 598.67 kJ/mol
**Net charge**: 0
**E_HOMO**: -8.05 eV

Geometry (Å):
N1 -0.2344 0.2126 2.8769
C1 -0.3442 -0.1577 1.7831
N2 -1.2131 -1.3161 -3.5678
N3 1.4704 -6.1049 0.9950
N4 -0.4175 -4.7668 1.0487
O1 0.0676 -6.0483 1.4024
C2 -0.8969 -1.0483 -2.3323
C3 -1.2163 -3.2195 -2.2258
C4 -0.3979 0.5776 -0.6027
C5 -0.4452 -0.4376 0.3716
C6 -0.9728 -2.1471 -1.4296
C7 3.0021 -3.0093 -0.3031
C8 1.8528 -2.2300 -0.2750
C9 2.9438 -4.3429 0.1473
C10 0.6336 -2.7535 0.2159
C11 1.7266 -4.8876 0.5501
C12 0.6119 -4.1048 0.6201
N5 -1.4260 -2.6665 -3.4937
N6 -0.5492 0.2105 -1.9498
N7 -0.4424 4.5647 1.0445
C13 -0.5948 4.7321 2.4923
C14 0.8555 4.0143 0.5433
C15 -1.6765 4.1099 0.3486
C16 0.8352 2.4797 0.5739
C17 -1.6692 2.5747 0.2207
C18 -0.2931 2.0599 -0.3380
C19 -0.6155 -1.9452 0.0230
H1 -1.1883 -4.2343 -1.9131
H2 3.9558 -2.5959 -0.6450
H3 1.9289 -1.2070 -0.6629
H4 3.8565 -4.9536 0.1385
H5 -1.6547 -3.2235 -4.3186
H6 -0.6681 0.9309 -2.6462
H7 -0.7071 3.7680 2.9486
H8 0.2665 5.2492 2.8851
H9 -1.4752 5.3518 2.6492
H10 1.7147 4.3718 1.1170
H11 0.9566 4.4131 -0.4701
H12 -2.5807 4.4357 0.8405
H13 -1.7406 4.5480 -0.6391
H14 0.7371 2.1415 1.6082
H15 1.7893 2.1215 0.1826
H16 -1.8659 2.1145 1.2155
H17 -2.5221 2.2538 -0.3788
H18 0.0185 2.5308 -1.3098
H19 -1.4156 -2.3661 0.6586



[4]
Entry from the Open Molecules 2025 dataset: a cluster of 4 separate species, C3H15NO3 in total at a distorted geometry (ωB97M-V/def2-TZVPD).

Summary:
**Total energy**: -403.7048 a.u.
**Structure (SMILES)**: CN(C)C.O.O.O
**Relative energy (zero: lowest compared OMol25 entry of this formula, charge and spin)**: 216.41 kJ/mol
**Net charge**: 0
**E_HOMO**: -8.39 eV

Geometry (Å):
C1 -2.2544 -0.0654 -0.6625
N1 -1.8358 1.2195 -0.1193
C2 -2.3367 1.8434 1.1169
C3 -1.0271 2.1082 -0.9967
H1 -2.6412 -0.7386 0.2434
H2 -3.0605 0.0162 -1.3954
H3 -1.3899 -0.5317 -1.2433
H4 -1.7310 2.6743 1.4579
H5 -2.4362 1.1436 1.9960
H6 -3.3634 2.3084 0.9107
H7 -0.7739 3.1030 -0.3842
H8 -0.1150 1.6034 -1.3217
H9 -1.6153 2.5312 -1.8389
H10 3.3245 -5.0554 -2.5610
H11 2.2839 -4.1211 -1.7646
O1 2.7096 -4.9582 -1.8066
H12 0.3492 0.6052 2.5503
H13 0.0143 0.4927 1.1140
O2 0.5118 -0.0069 1.8293
H14 2.4730 0.5512 1.1030
H15 3.1423 -0.3260 0.1559
O3 3.2910 0.4513 0.6106



Number 1: HOMO-LUMO gap 9.2 eV. Number 2: HOMO-LUMO gap 8.7 eV. Number 3: HOMO-LUMO gap 6.9 eV. Number 4: HOMO-LUMO gap 8.8 eV.